Below is a structure of composition C18H53O23P5S in a non-equilibrium geometry, with properties calculated with ωB97M-V with the def2-TZVPD basis set.

Computed properties:
HOMO-LUMO gap	0.28171	Ha
2S+1	1
electronic energy	-123886.9950	eV
highest occupied orbital energy	-7.366	eV

Each line ends with the Löwdin charge.
Geometry (Å):
O1 3.5594 -4.0144 -0.4844  -0.30
S1 4.1915 -3.1604 -1.4925  0.70
O2 3.9266 -3.4504 -2.9147  -0.31
O3 3.6811 -1.5846 -1.2550  -0.27
C1 2.2870 -1.3468 -1.1008  -0.21
C2 1.3338 -1.2980 -2.3288  -0.16
C3 5.9799 -2.8013 -1.0584  -0.07
H1 2.4003 -0.3274 -0.7319  0.03
H2 1.7501 -1.9393 -0.3601  0.13
H3 0.2876 -1.3280 -2.0246  0.01
H4 1.5384 -2.1013 -3.0366  0.08
H5 1.5516 -0.3565 -2.8330  0.00
H6 6.3458 -3.7929 -0.7923  0.07
H7 5.8374 -2.0355 -0.2959  0.06
H8 6.2784 -2.2119 -1.9254  0.06
C4 1.7707 3.1050 3.9522  -0.10
O4 0.8034 2.6131 3.1240  -0.21
P1 -0.2024 3.4857 2.2923  0.39
O5 -0.9540 2.7375 1.1921  -0.24
O6 -1.1604 4.1415 3.3193  -0.16
C5 -1.8196 3.2851 4.3444  -0.03
O7 0.7418 4.6674 1.8873  -0.18
C6 0.5978 5.3666 0.5929  -0.06
H9 2.3899 3.7469 3.3256  0.09
H10 2.4857 2.4009 4.3777  0.10
H11 1.1722 3.5732 4.7337  0.10
H12 -2.0936 2.2760 4.0367  0.06
H13 -2.7028 3.7792 4.7492  0.10
H14 -1.1950 3.2324 5.2361  0.09
H15 1.5627 5.2797 0.0932  0.08
H16 0.4763 6.4072 0.8940  0.11
H17 -0.2686 4.9924 0.0477  0.11
C7 2.0114 0.9872 0.1798  -0.15
O8 0.8093 0.9330 -0.5422  -0.26
P2 -0.4752 0.0330 -0.1575  0.69
O9 -1.8753 0.5323 -0.4380  -0.09
O10 -0.1841 -0.0733 1.3917  -0.17
C8 -1.0601 0.5618 2.2869  -0.11
O11 -0.0640 -1.4346 -0.7360  -0.38
C9 -0.6749 -2.5232 -0.1581  -0.13
H18 2.0853 1.9004 0.7703  0.10
H19 2.8842 0.9931 -0.4732  0.10
H20 2.1483 0.1285 0.8370  0.12
H21 -0.9057 1.6199 2.4985  0.01
H22 -0.8107 -0.0701 3.1393  0.12
H23 -2.0763 0.3309 1.9673  0.09
H24 -1.2302 -2.2328 0.7338  0.11
H25 0.0414 -3.2621 0.2013  0.13
H26 -1.3635 -2.9811 -0.8681  0.09
C10 1.0340 3.3846 -0.6363  -0.19
O12 2.0347 2.7578 -1.3384  -0.25
P3 1.9139 1.9530 -2.7822  0.71
O13 0.7844 0.9580 -2.8281  -0.24
O14 3.4353 1.2950 -3.0102  -0.20
C11 3.6433 0.1615 -3.7816  -0.12
O15 1.8142 3.1863 -3.9233  -0.23
C12 2.7404 4.2151 -4.0073  -0.15
H27 0.8987 2.9892 0.3704  0.04
H28 0.0704 3.4138 -1.1450  0.13
H29 1.4217 4.3976 -0.5287  0.03
H30 4.0728 0.4505 -4.7408  0.10
H31 2.7965 -0.5077 -3.9340  0.08
H32 4.3694 -0.4015 -3.1952  0.08
H33 3.1233 4.3635 -5.0170  0.09
H34 3.5831 3.9504 -3.3685  0.08
H35 2.3367 5.1633 -3.6524  0.09
C13 -0.2169 -2.9782 -2.5712  -0.17
O16 -0.1091 -4.3120 -3.0127  -0.16
P4 -0.2328 -5.5858 -2.0128  0.47
O17 0.8846 -5.8570 -1.1276  -0.21
O18 -0.4417 -6.7589 -3.1176  -0.24
C14 0.5193 -7.1470 -4.0507  -0.12
O19 -1.7549 -5.5602 -1.3321  -0.26
C15 -2.2948 -6.7267 -0.6813  -0.08
H36 -1.2740 -2.7234 -2.6465  0.14
H37 0.4102 -2.3476 -3.2013  0.06
H38 0.2424 -2.9197 -1.5845  0.06
H39 0.4353 -8.2125 -4.2646  0.09
H40 1.5334 -6.7517 -3.9910  0.10
H41 0.0570 -6.6916 -4.9265  0.08
H42 -3.0848 -6.9355 -1.4027  0.09
H43 -2.7784 -6.4289 0.2490  0.09
H44 -1.4941 -7.4626 -0.6070  0.09
C16 -3.3451 1.6827 0.5849  -0.18
O20 -3.3577 1.9102 1.9529  -0.25
P5 -4.5104 1.1937 2.8372  0.51
O21 -5.2871 0.1434 2.1301  -0.24
O22 -3.7884 0.6855 4.2635  -0.26
C17 -4.5775 0.4538 5.3872  -0.14
O23 -5.2901 2.4534 3.4625  -0.26
C18 -6.7191 2.6316 3.3762  -0.07
H45 -3.5630 2.5353 -0.0582  0.10
H46 -4.0548 0.9028 0.3088  0.09
H47 -2.4821 1.2142 0.1117  -0.21
H48 -4.7846 1.4208 5.8455  0.09
H49 -4.0377 -0.2488 6.0223  0.09
H50 -5.4911 -0.1185 5.2266  0.09
H51 -6.8029 3.4578 2.6703  0.09
H52 -6.9749 2.8549 4.4120  0.09
H53 -7.2194 1.7129 3.0700  0.08



Below is an isolated molecule of C20H40O, with properties calculated with ωB97M-V with the def2-TZVPD basis set.

Computed properties:
HOMO-LUMO gap	0.35920	Ha
2S+1	1
structure (SMILES)	C/C(=C\CO)CCC[C@H](C)CCC[C@@H](C)CCCC(C)C
energy above the lowest of the compared OMol25 structures with the same formula, charge and spin	6.78	kcal/mol
electronic energy	-23436.6466	eV
highest occupied orbital energy	-8.929	eV

Each line ends with the Löwdin charge.
Geometry (Å):
C1 -5.7942 -0.4416 1.6721  -0.05
C2 -5.8934 -0.8054 0.2190  -0.31
C3 -6.9298 -0.4206 -0.5178  -0.06
C4 -8.0791 0.4026 -0.0133  -0.28
O1 -9.0924 0.5942 -0.9726  -0.07
H1 -9.3786 -0.2685 -1.2922  0.08
H2 -7.7410 1.4103 0.2539  0.13
H3 -8.4978 -0.0579 0.8977  0.12
H4 -6.9848 -0.6917 -1.5638  0.12
C5 -4.7800 -1.6189 -0.3864  -0.17
H5 -4.2593 -2.1763 0.3927  0.11
H6 -5.2022 -2.3440 -1.0865  0.11
C6 -3.7803 -0.7482 -1.1619  -0.18
C7 -3.0420 0.2808 -0.3056  -0.18
H7 -3.7829 0.8759 0.2310  0.11
H8 -2.5098 0.9604 -0.9742  0.11
C8 -2.0496 -0.3013 0.7100  -0.38
C9 -1.6486 0.7774 1.7149  -0.07
H9 -0.9422 0.3802 2.4406  0.08
H10 -2.5237 1.1355 2.2540  0.07
H11 -1.1929 1.6261 1.2120  0.08
C10 -0.8230 -0.9523 0.0504  -0.17
C11 0.1232 0.0025 -0.6919  -0.19
C12 1.3714 0.3535 0.1179  -0.19
H12 1.9144 -0.5719 0.3198  0.11
H13 1.0850 0.7827 1.0788  0.11
C13 2.3011 1.3367 -0.6038  -0.39
C14 1.7251 2.7521 -0.5699  -0.07
H14 0.7350 2.7851 -1.0170  0.07
H15 1.6511 3.1043 0.4573  0.08
H16 2.3646 3.4383 -1.1210  0.08
C15 3.7015 1.3390 0.0249  -0.19
C16 4.5362 0.1086 -0.3259  -0.21
H17 4.0487 -0.7951 0.0452  0.11
C17 5.9373 0.1979 0.2760  -0.20
H18 5.8411 0.3791 1.3498  0.12
C18 6.7833 -1.0634 0.0705  -0.45
C19 8.0761 -0.9578 0.8781  -0.09
H19 8.6765 -1.8572 0.7603  0.07
H20 8.6640 -0.1070 0.5399  0.08
H21 7.8609 -0.8264 1.9363  0.07
C20 7.1113 -1.2933 -1.4029  -0.08
H22 7.7560 -2.1625 -1.5147  0.07
H23 6.2095 -1.4660 -1.9838  0.07
H24 7.6284 -0.4287 -1.8143  0.08
H25 6.2144 -1.9251 0.4390  0.13
H26 6.4623 1.0540 -0.1548  0.12
H27 4.6030 0.0285 -1.4121  0.11
H28 4.2393 2.2248 -0.3220  0.11
H29 3.6056 1.4190 1.1105  0.12
H30 2.3947 1.0252 -1.6507  0.14
H31 0.4459 -0.4645 -1.6255  0.12
H32 -0.4094 0.9138 -0.9603  0.09
H33 -1.1809 -1.7148 -0.6434  0.10
H34 -0.2579 -1.4750 0.8261  0.11
H35 -2.5573 -1.0961 1.2680  0.12
H36 -3.0611 -1.3992 -1.6622  0.10
H37 -4.3317 -0.2114 -1.9372  0.11
H38 -6.5678 -0.9577 2.2425  0.09
H39 -4.8274 -0.7159 2.0830  0.07
H40 -5.9461 0.6276 1.8152  0.08



Below is a cluster of 2 separate species, C2H9N4 in total in a non-equilibrium geometry, with properties calculated with ωB97M-V with the def2-TZVPD basis set.

Computed properties:
total charge	+1
HOMO-LUMO gap	0.36420	Ha
2S+1	1
energy above the lowest of the compared OMol25 structures with the same formula, charge and spin	49.02	kcal/mol
electronic energy	-8172.7008	eV
highest occupied orbital energy	-14.071	eV

Each line ends with the Löwdin charge.
Geometry (Å):
C1 -1.5924 -2.1262 -0.5301  0.12
C2 -1.0221 0.3935 0.1219  -0.39
N1 -1.2095 -0.9316 -0.1506  0.11
N2 -2.0216 1.3562 -0.0069  0.18
N3 0.1535 0.8229 0.5016  0.17
N4 2.7660 0.1892 0.0833  -0.06
H1 -1.8643 -2.9845 0.1763  0.13
H2 -1.3232 -2.3065 -1.5851  0.10
H3 -1.9444 2.3251 0.1810  0.11
H4 -2.8831 1.0166 -0.4353  0.12
H5 1.0851 0.3184 0.3118  0.07
H6 0.2770 1.7006 0.8798  0.09
H7 2.8458 -0.1500 1.0673  0.05
H8 3.5622 0.9635 -0.0013  0.10
H9 3.1708 -0.5872 -0.6137  0.11



Below is a structure of composition C31H28Cl2CsF4N5O3S2 in a non-equilibrium geometry, with properties calculated with ωB97M-V with the def2-TZVPD basis set.

Computed properties:
total charge	-2
HOMO-LUMO gap	0.18683	Ha
2S+1	1
energy above the lowest of the compared OMol25 structures with the same formula, charge and spin	10.24	kcal/mol
electronic energy	-104329.7084	eV
highest occupied orbital energy	-1.511	eV

Each line ends with the Löwdin charge.
Geometry (Å):
Cs1 0.2644 -1.2581 0.1867  1.31
C1 -1.9792 3.9181 -2.0018  -0.10
C2 -0.5308 3.8408 -1.5506  -0.27
N1 -0.0643 2.4851 -1.3479  -0.18
C3 -0.1013 1.6323 -2.5316  -0.25
C4 0.8081 2.0279 -3.6939  -0.08
C5 1.2427 2.4678 -0.6985  -0.22
C6 1.2154 2.8365 0.7913  -0.26
N2 2.0833 1.9117 1.4899  0.03
C7 2.5043 2.2080 2.6978  -0.23
C8 3.4818 1.3498 3.3171  -0.17
F1 3.8979 0.2617 2.6299  0.05
C9 4.0252 1.5784 4.5478  -0.25
F2 4.9609 0.7024 5.0070  0.04
C10 3.6804 2.6617 5.3551  -0.01
C11 2.7114 3.4834 4.8108  -0.26
F3 2.2716 4.5485 5.5374  0.03
C12 2.1399 3.2843 3.5752  -0.15
F4 1.1344 4.1422 3.2239  0.02
H1 -2.3298 4.9529 -1.9891  0.06
H2 -2.6156 3.3259 -1.3415  0.06
H3 -2.1122 3.5389 -3.0171  0.06
H4 -0.4188 4.3641 -0.5975  0.11
H5 0.1134 4.3957 -2.2623  0.11
H6 -1.1346 1.5632 -2.8834  0.09
H7 0.1672 0.6277 -2.2057  0.06
H8 0.5349 2.9916 -4.1340  0.06
H9 0.7411 1.2715 -4.4794  0.07
H10 1.8535 2.0819 -3.3855  0.06
H11 1.9534 3.1254 -1.2356  0.11
H12 1.6672 1.4671 -0.7746  0.07
H13 0.1659 2.7862 1.1220  0.11
H14 1.5232 3.8836 0.9194  0.10
H15 4.1173 2.8299 6.3255  0.10
O1 -4.9086 -3.2648 3.2224  0.01
C13 -3.8473 -3.7765 3.8726  -0.28
C14 -4.0826 -4.5508 5.0112  -0.04
C15 -3.0275 -5.1042 5.7129  -0.12
C16 -1.7168 -4.8950 5.2938  -0.11
C17 -1.4929 -4.1280 4.1621  -0.03
C18 -2.5347 -3.5612 3.4344  -0.07
C19 -2.2004 -2.7513 2.2117  -0.49
O2 -1.0140 -2.5998 1.8703  -0.37
N3 -3.2719 -2.2447 1.5976  -0.04
N4 -2.9114 -1.5214 0.4566  -0.08
C20 -3.9034 -0.9092 -0.0463  -0.91
S1 -5.5466 -1.0056 0.5738  0.92
C21 -6.2227 0.2215 -0.5669  -0.56
C22 -5.4481 0.1244 -1.8754  -0.56
S2 -3.6954 0.1356 -1.4709  0.91
H16 -4.5270 -2.7666 2.4443  0.01
H17 -5.1115 -4.6952 5.3166  0.10
H18 -3.2289 -5.7021 6.5951  0.09
H19 -0.8835 -5.3164 5.8409  0.09
H20 -0.4913 -3.9318 3.8004  0.11
H21 -6.1209 1.2238 -0.1483  0.07
H22 -7.2811 0.0058 -0.7202  0.07
H23 -5.6521 0.9791 -2.5218  0.07
H24 -5.7228 -0.7905 -2.4039  0.07
Cl1 -0.1878 -3.7159 -4.2560  0.63
C23 1.3397 -2.8734 -4.1354  -0.60
C24 2.3128 -3.1497 -5.1044  -0.17
C25 3.5301 -2.5364 -5.0922  -0.63
Cl2 4.7140 -2.9219 -6.3329  0.60
C26 3.8446 -1.5893 -4.0800  -0.19
C27 5.0814 -0.9121 -3.9736  -0.05
C28 5.2790 -0.0317 -2.9501  -0.07
C29 4.2349 0.1819 -2.0243  -0.14
N5 3.0782 -0.4202 -2.1002  0.13
C30 2.8641 -1.3048 -3.1089  -0.14
C31 1.5370 -1.9519 -3.0975  -0.45
O3 0.7190 -1.6375 -2.1957  -0.46
H25 2.0839 -3.8690 -5.8807  0.09
H26 5.8569 -1.1053 -4.7035  0.08
H27 6.2157 0.4993 -2.8368  0.09
H28 4.3671 0.8748 -1.1973  0.11



Below is a cluster of 2 separate species, C5H14NO in total in a non-equilibrium geometry, with properties calculated with ωB97M-V with the def2-TZVPD basis set.

Computed properties:
HOMO-LUMO gap (alpha / beta)	0.08285 / 0.33729	Ha
2S+1	2
energy above the lowest of the compared OMol25 structures with the same formula, charge and spin	69.75	kcal/mol
electronic energy	-8945.0892	eV
highest occupied orbital energy (alpha / beta)	-2.130 / -8.776	eV

Each line ends with the Löwdin spin population.
Geometry (Å):
C1 -0.5040 -1.5973 0.3918  0.08
C2 -0.8466 -0.5237 1.3902  0.04
C3 -0.7484 0.8446 0.7668  0.11
C4 0.0125 1.7708 1.3911  0.13
C5 -1.4760 1.0791 -0.5018  0.03
N1 0.9235 -1.3957 -0.0363  0.05
H1 -0.6101 -2.6033 0.8361  0.08
H2 -1.1170 -1.5905 -0.5076  0.02
H3 -0.2430 -0.6576 2.2887  0.01
H4 -1.8874 -0.6967 1.7126  0.03
H5 0.6652 1.5371 2.2208  0.03
H6 0.2149 2.7687 1.0042  0.03
H7 -1.3760 2.1151 -0.7734  0.01
H8 -1.1679 0.5526 -1.4199  0.03
H9 -2.5551 0.9245 -0.3763  0.01
H10 0.8851 -0.9573 -0.9671  0.01
H11 1.4684 -0.8441 0.6226  0.04
H12 1.3000 -2.3375 -0.1886  0.08
H13 1.4133 0.7639 -2.9167  0.04
H14 2.7911 0.1066 -2.6731  0.03
O1 1.8925 0.1592 -2.3179  0.13



Below is a cluster of 3 separate species, C21H30BF7NO6 in total in a non-equilibrium geometry, with properties calculated with ωB97M-V with the def2-TZVPD basis set.

Computed properties:
total charge	-1
HOMO-LUMO gap	0.22413	Ha
2S+1	1
electronic energy	-55728.5310	eV
highest occupied orbital energy	-3.847	eV

Each line ends with the Löwdin charge.
Geometry (Å):
C1 0.8852 -2.1911 2.6764  -0.08
B1 -0.3904 -1.3973 2.0060  -0.88
O1 -1.7299 -2.0180 1.9869  -0.08
C2 -2.3759 -1.2874 0.8470  -0.16
C3 -2.5891 -2.5615 -0.2153  -0.21
N1 -3.0294 -3.7620 0.5928  -0.04
C4 -1.3594 -0.1838 0.1358  -0.27
C5 -1.2853 1.3411 0.8150  -0.10
C6 0.2716 1.9515 0.8000  -0.07
C7 1.3114 1.7960 2.0894  -0.01
C8 2.8613 2.3289 2.1204  -0.08
C9 3.4339 3.0834 0.7603  -0.10
C10 2.4551 3.3307 -0.5643  -0.10
C11 0.9071 2.7636 -0.5125  -0.04
C12 -1.4808 0.0798 -1.4775  -0.20
C13 -0.4209 -0.8480 -2.3786  -0.05
F1 -2.8751 0.0341 -2.0094  -0.11
O2 -0.0837 -0.7620 0.6753  -0.09
H1 1.7217 -2.3850 1.8569  0.06
H2 0.6009 -3.1567 3.2766  0.05
H3 1.3744 -1.4321 3.4556  0.05
H4 -0.5583 -0.5063 2.7896  0.07
H5 -3.3914 -0.8546 1.3015  0.16
H6 -1.4971 -2.7982 -0.6154  0.12
H7 -3.3396 -2.3116 -1.0809  0.12
H8 -3.6822 -4.2941 -0.0236  0.05
H9 -2.1431 -4.3281 0.7536  0.08
H10 -2.0157 2.1005 0.2545  0.12
H11 -1.6723 1.3315 1.9435  0.13
H12 0.9101 1.2343 3.0551  0.09
H13 3.5672 2.1557 3.0628  0.08
H14 4.5434 3.4533 0.7146  0.06
H15 2.7885 3.8827 -1.5431  0.07
H16 0.2087 2.9214 -1.4393  0.07
H17 -1.1130 1.2011 -1.6585  0.12
H18 0.6333 -0.9583 -1.8316  0.11
H19 -0.9515 -1.8742 -2.5714  0.07
H20 -0.2202 -0.2408 -3.3594  0.07
C14 -0.6017 -9.9091 -0.8489  -0.07
C15 0.2122 -8.7309 -0.3469  -0.21
O3 0.2766 -7.6994 -1.3440  0.01
C16 -0.8113 -6.8688 -1.4227  -0.32
O4 -1.8037 -6.9715 -0.7059  0.14
C17 -0.5915 -5.7917 -2.4837  -0.47
F2 -0.0824 -6.2925 -3.6460  0.13
F3 0.2851 -4.8335 -2.0671  0.15
F4 -1.7371 -5.1370 -2.8247  0.14
H21 -0.2059 -10.2716 -1.8029  0.08
H22 -0.5859 -10.7277 -0.1239  0.08
H23 -1.6435 -9.6235 -1.0253  0.08
H24 1.2414 -9.0526 -0.1554  0.13
H25 -0.1829 -8.3381 0.5971  0.13
C18 0.9835 6.2092 0.5591  -0.07
C19 1.7973 7.3875 1.0611  -0.21
O5 1.8618 8.4190 0.0640  0.01
C20 0.7739 9.2495 -0.0147  -0.33
O6 -0.2186 9.1469 0.7021  0.14
C21 0.9937 10.3266 -1.0757  -0.47
F5 1.5028 9.8259 -2.2380  0.14
F6 1.8702 11.2849 -0.6591  0.14
F7 -0.1520 10.9813 -1.4167  0.14
H26 1.3792 5.8468 -0.3949  0.06
H27 0.9992 5.3907 1.2841  0.08
H28 -0.0584 6.4949 0.3827  0.08
H29 2.8266 7.0658 1.2526  0.13
H30 1.4023 7.7803 2.0051  0.12



- The highest 2S+1 belongs to which entry?
  C5H14NO



- What is the formula in the sixth record?
  C21H30BF7NO6